Entry 1:
{"formula": "C10H17Br", "method": "wB97M-V/def2-TZVPD", "symbols": ["Br", "C", "C", "C", "C", "C", "C", "C", "C", "C", "C", "H", "H", "H", "H", "H", "H", "H", "H", "H", "H", "H", "H", "H", "H", "H", "H", "H"], "positions_angstrom": [[-3.6609, -0.1610, -1.2653], [0.3752, 1.0432, -2.2169], [0.7559, 1.3688, -0.7528], [0.0281, -1.6272, 0.8530], [0.4421, -1.1746, 2.2772], [-0.9681, -0.9517, -1.3232], [-0.3520, 0.8573, 0.2280], [-0.4078, -0.5637, -0.0231], [0.0071, 1.2468, 1.6803], [-0.0649, -0.4423, -2.4172], [1.0182, 0.2605, 2.2846], [1.9592, 0.2769, 1.7405], [1.6964, 0.8298, -0.4750], [0.9646, 2.4513, -0.6117], [1.2270, 0.5670, 3.3164], [0.8515, -1.0620, -2.4334], [1.1789, -1.8845, 2.6899], [-0.7369, -2.4162, 0.8651], [-0.5539, -0.5259, -3.3898], [0.8897, -2.1540, 0.3886], [0.4099, 2.2787, 1.6892], [-0.4500, -1.2307, 2.9051], [-1.3174, 1.3165, -0.0738], [-2.0272, -0.5475, -1.4280], [-0.9249, 1.2689, 2.2536], [-1.1300, -2.0373, -1.3745], [1.2304, 1.2892, -2.8557], [-0.4402, 1.7235, -2.5311]], "relative_energy_ev": 0.024, "spin_multiplicity": 1, "e_homo_ev": [-7.671, -7.671]}



Entry 2:
{"formula": "C10H17Cl2HoN", "method": "wB97M-V/def2-TZVPD", "symbols": ["Ho", "Cl", "Cl", "N", "C", "C", "C", "C", "C", "C", "C", "C", "C", "C", "H", "H", "H", "H", "H", "H", "H", "H", "H", "H", "H", "H", "H", "H", "H", "H", "H"], "positions_angstrom": [[-1.4821, 1.4083, -0.5920], [0.3378, 3.0882, 0.2674], [-2.6396, -0.8318, -0.4977], [-0.4886, 0.3088, 1.3777], [-2.9785, 3.0640, -0.9077], [2.3198, 0.6901, -3.1288], [3.0101, -0.5060, -2.4549], [0.1071, -0.0934, -2.1132], [2.0415, -1.6368, -1.9743], [-1.9364, -1.1128, 4.2436], [1.0304, 1.0995, -2.3392], [-0.4495, -0.2413, 2.4063], [0.5649, -1.2724, -1.8420], [-0.5060, -0.8571, 3.7180], [-0.9558, 0.1108, -2.3418], [0.0472, -1.8022, 3.6969], [2.2521, -2.5476, -2.6017], [-1.9317, -1.5002, 5.2670], [3.7645, -0.9585, -3.1243], [-4.0373, 2.9760, -1.3249], [-2.5222, -0.1888, 4.2491], [0.0205, -0.2078, 4.4282], [-0.1084, -2.0210, -1.3788], [2.1217, 0.4468, -4.1916], [1.4178, 1.4128, -1.3392], [3.5402, -0.1745, -1.5491], [2.3317, -1.9537, -0.9583], [3.0249, 1.5313, -3.0885], [-2.6499, 3.8985, -1.5837], [0.5354, 1.9688, -2.8477], [-2.4618, -1.8412, 3.6198]], "s_squared": 6.01, "charge": -1, "spin_multiplicity": 5, "e_homo_ev": [-1.226, -1.270]}



Entry 3:
{"formula": "C10H17IN3O", "method": "wB97M-V/def2-TZVPD", "symbols": ["I", "O", "N", "N", "N", "C", "C", "C", "C", "C", "C", "C", "C", "C", "C", "H", "H", "H", "H", "H", "H", "H", "H", "H", "H", "H", "H", "H", "H", "H", "H", "H"], "positions_angstrom": [[-5.8364, -1.0126, -1.5679], [1.5505, 1.0894, 2.2438], [0.7951, -3.5045, 1.5252], [-0.4014, -2.5598, -0.1971], [-1.6101, -2.9483, 0.3415], [0.1969, 1.9827, 0.5477], [-0.7497, 4.1665, 0.7248], [1.7311, -1.3942, -1.5007], [-0.3249, 2.9944, 1.3740], [-0.7384, 4.2871, -0.6272], [-0.5426, 3.1753, -1.4007], [1.0106, 0.8511, 1.0441], [0.7421, -2.8228, 0.3345], [2.0255, -2.2217, -0.2852], [-0.0274, 2.0142, -0.8087], [2.8983, -2.8963, -0.4743], [-0.6988, 3.1462, -2.4828], [0.3726, 1.2250, -1.3956], [-0.9093, 4.9293, 1.4417], [1.7577, -3.6433, 2.0082], [-0.4892, -1.7165, -0.8548], [1.5307, -0.3925, -1.1755], [-4.2259, -1.0947, -1.9229], [-1.8694, -2.3624, 1.2536], [-0.8815, 5.2381, -1.1473], [-0.2678, 2.8420, 2.3993], [2.6392, -1.0978, -1.9866], [-0.0838, -3.9232, 1.9080], [2.2479, -1.5664, 0.4839], [1.4424, 1.9259, 2.7512], [1.0933, -1.8941, -2.2012], [-2.3772, -2.8162, -0.3529]], "relative_energy_ev": 2.266, "charge": 1, "spin_multiplicity": 1, "e_homo_ev": -11.774}



Entry 4:
{"formula": "C10H17N", "method": "wB97M-V/def2-TZVPD", "symbols": ["N", "C", "C", "C", "C", "C", "C", "C", "C", "C", "C", "H", "H", "H", "H", "H", "H", "H", "H", "H", "H", "H", "H", "H", "H", "H", "H", "H"], "positions_angstrom": [[2.5901, 0.8670, -0.6115], [-3.2511, -0.3490, -0.0779], [1.7476, 0.1003, -1.3612], [-1.8368, 0.1273, 0.0014], [-1.2053, -0.3968, 1.2368], [-1.8184, 1.6948, 0.0244], [1.1151, -1.1134, 0.6437], [2.8194, 0.5994, 0.7417], [-1.2037, -0.3773, -1.3102], [1.0489, -0.9101, -0.7453], [2.0046, -0.3641, 1.3768], [-2.5628, 1.9537, -0.7396], [3.6756, 1.2296, 1.1588], [-0.1537, 0.0297, 1.4421], [-1.8245, 0.0083, 2.1335], [-3.3978, -1.4239, -0.0672], [1.9557, -0.4317, 2.4767], [-1.1359, -1.4766, 1.2859], [-0.8360, 2.1244, -0.1569], [1.5694, 0.3352, -2.4210], [-0.1366, -0.0416, -1.3875], [-3.7143, -0.0312, 0.8508], [0.4490, -1.7207, 1.2382], [-3.8657, 0.0675, -0.9186], [-1.2401, -1.4691, -1.3580], [-1.7154, 0.1767, -2.1308], [-2.1802, 2.0669, 1.0461], [0.4601, -1.5330, -1.3530]], "relative_energy_ev": 5.038, "spin_multiplicity": 1, "e_homo_ev": -8.704}



Entry 5:
{"formula": "C10H17N", "method": "wB97M-V/def2-TZVPD", "symbols": ["N", "C", "C", "C", "C", "C", "C", "C", "C", "C", "C", "H", "H", "H", "H", "H", "H", "H", "H", "H", "H", "H", "H", "H", "H", "H", "H", "H"], "positions_angstrom": [[-0.7615, -0.6824, 2.3706], [-0.0458, 0.0721, -0.6286], [-0.6712, -0.5869, -2.9592], [-2.0746, 1.8625, -0.4167], [0.3321, -0.1407, 2.2777], [0.4636, 0.8934, 0.4807], [-0.8010, 1.1099, -0.2266], [0.0824, -0.9726, -1.7096], [1.7295, 1.7699, 0.3818], [-0.3606, -2.2652, -0.9649], [1.5689, -0.3156, 3.0002], [0.0118, -2.2029, 0.0240], [-1.7261, -0.5777, -2.7195], [-1.0335, -1.3313, 3.1469], [1.8570, 2.3276, 1.4004], [-2.1557, 2.9762, -0.1400], [-0.2991, -1.3227, -3.7642], [2.2323, 0.6711, 3.0855], [0.0172, -3.3673, -1.4297], [-2.8684, 1.3663, 0.0850], [-2.3629, 1.9674, -1.4855], [1.8018, 2.5208, -0.4227], [-0.5133, 0.4288, -3.1486], [-1.4220, -2.3500, -0.9500], [2.1032, -1.0484, 2.3950], [1.1639, -1.1104, -1.9347], [2.4559, 1.0098, 0.2465], [1.2762, -0.7016, 4.0062]], "relative_energy_ev": 6.649, "spin_multiplicity": 1, "e_homo_ev": -7.233}



Entry 6:
{"formula": "C10H17N3O2S", "method": "wB97M-V/def2-TZVPD", "symbols": ["S", "O", "O", "N", "N", "N", "C", "C", "C", "C", "C", "C", "C", "C", "C", "C", "H", "H", "H", "H", "H", "H", "H", "H", "H", "H", "H", "H", "H", "H", "H", "H", "H"], "positions_angstrom": [[-1.0468, -1.5336, 0.0802], [3.4701, -0.8689, 1.8160], [-2.2348, -1.1271, -3.3409], [0.0970, 0.7419, -0.2167], [-1.1122, 0.8783, -0.7437], [1.4613, -0.8786, 0.8637], [2.8484, 1.1760, 0.7266], [-3.2629, -1.2809, -2.4005], [-3.2175, -0.2619, -1.2428], [1.5451, 2.4311, 2.5469], [1.1321, 1.3621, 3.5512], [2.9060, 2.1661, 1.9007], [-1.8482, -0.1665, -0.6880], [-2.2888, 0.0680, -4.0863], [0.3283, -0.4329, 0.2594], [2.6533, -0.2360, 1.1928], [-3.1291, -2.2912, -2.0034], [1.4323, -1.8399, 1.1874], [3.6063, 1.7925, 2.6504], [-3.9183, -0.5871, -0.4715], [3.2988, 3.1075, 1.5124], [-3.2818, 0.2104, -4.5290], [3.8161, 1.1971, 0.2195], [-1.5511, -0.0383, -4.8791], [-2.0351, 0.9391, -3.4740], [0.7875, 2.5148, 1.7655], [-4.2482, -1.2158, -2.8877], [1.5913, 3.3900, 3.0685], [2.0643, 1.4674, 0.0321], [1.0315, 0.3901, 3.0773], [0.1763, 1.6185, 4.0032], [-3.5089, 0.7302, -1.5896], [1.8739, 1.2760, 4.3423]], "relative_energy_ev": 0.008, "spin_multiplicity": 1, "e_homo_ev": -9.153}



Entry 7:
{"formula": "C10H17N3O4", "method": "wB97M-V/def2-TZVPD", "symbols": ["O", "O", "O", "O", "N", "N", "N", "C", "C", "C", "C", "C", "C", "C", "C", "C", "C", "H", "H", "H", "H", "H", "H", "H", "H", "H", "H", "H", "H", "H", "H", "H", "H", "H"], "positions_angstrom": [[-4.5303, 2.0384, 0.1850], [-2.3838, 2.8508, 0.3274], [-0.4856, 1.2617, -1.2473], [4.9704, 0.8817, -1.2568], [-1.6675, -0.2938, 0.0283], [1.0791, -1.3627, -1.1368], [5.5240, 0.6845, 0.9185], [3.3868, -0.1336, 0.1667], [0.8608, -0.3061, -0.1594], [-2.7890, 0.4334, -0.6751], [-1.8967, -1.4530, 1.0069], [-0.4693, 0.3261, -0.3088], [-3.5253, -1.7162, 0.4173], [4.6441, 0.5125, -0.1149], [2.0570, 0.5385, 0.0473], [-3.8633, -0.7275, -0.8311], [-3.2522, 1.8476, -0.0319], [3.2981, -0.3735, 1.2555], [1.8434, 1.1893, 0.9461], [-3.8421, -2.6712, 0.1800], [-0.8000, -2.2823, 0.9814], [-4.9905, -0.6534, -0.8177], [-3.6169, -1.0804, -2.0235], [-4.1590, -1.1321, 1.3000], [0.6698, -0.9740, 0.7453], [2.1632, 1.1835, -0.9308], [-1.4264, 2.4098, 0.0294], [-1.8474, -0.8540, 2.0873], [1.5381, -2.0300, -0.4482], [1.8914, -0.9104, -1.9641], [4.8621, 1.5974, 2.2133], [-2.5580, 0.6418, -1.7387], [6.0516, 1.6961, 0.9907], [3.2635, -1.1389, -0.1412]], "relative_energy_ev": 12.248, "spin_multiplicity": 1, "e_homo_ev": -9.707}



Entry 8:
{"formula": "C10H17N4OS", "method": "wB97M-V/def2-TZVPD", "symbols": ["S", "O", "N", "N", "N", "N", "C", "C", "C", "C", "C", "C", "C", "C", "C", "C", "H", "H", "H", "H", "H", "H", "H", "H", "H", "H", "H", "H", "H", "H", "H", "H", "H"], "positions_angstrom": [[1.9412, 1.1708, 2.3401], [0.7548, 3.3472, -1.1425], [0.9603, -1.6750, 1.0003], [-1.1501, -2.9823, 1.1464], [-1.5012, -4.1040, 1.8557], [0.8511, -3.6816, 2.4047], [-0.4642, 0.5153, 0.7925], [0.3013, 1.6784, 1.6096], [-3.2119, -1.6661, -0.1527], [0.5315, -0.5707, 0.0918], [-0.4921, 2.9122, -3.1233], [0.7635, 2.9377, -2.2930], [2.0302, 2.4392, -2.9357], [0.2379, -2.6994, 1.4682], [-0.3112, -4.5513, 2.6269], [-2.1786, -2.3454, 0.3312], [2.2679, 3.0486, -3.8104], [-4.1971, -1.1446, -0.4734], [-1.0253, 1.0307, -0.0943], [-2.4353, -4.5503, 1.8447], [-1.3084, 0.0138, 1.4220], [0.4821, 2.6467, 0.9820], [-0.3667, 3.5426, -4.0063], [1.9585, -1.6424, 1.3182], [-0.3997, 1.9794, 2.4954], [-1.3255, 3.3001, -2.5317], [1.4928, -0.0689, -0.3384], [2.1916, 1.8355, 3.5417], [1.9137, 1.3917, -3.2237], [2.8538, 2.5163, -2.2210], [-0.0527, -1.0257, -0.7963], [-0.7209, 1.8857, -3.4196], [-0.3913, -5.4842, 3.2909]], "relative_energy_ev": 0.000, "charge": 1, "spin_multiplicity": 1, "e_homo_ev": -11.589}